{"formula": "C9H9O4P", "method": "ωB97M-V/def2-TZVPD", "species": ["C", "C", "C", "O", "C", "C", "C", "C", "C", "C", "P", "O", "O", "O", "H", "H", "H", "H", "H", "H", "H", "H", "H"], "coordinates": [[-1.146556, 0.435456, -3.132772], [-0.321773, 0.297345, -2.046115], [-0.782659, 0.636892, -0.671417], [-2.223035, 0.667675, -0.518268], [-0.079010, 0.020307, 0.400581], [1.310000, 0.004434, 0.393521], [2.078281, -0.497943, 1.411649], [1.436253, -0.788142, 2.625043], [0.043273, -0.646390, 2.701861], [-0.726741, -0.125800, 1.635255], [-0.379371, 2.600488, -0.571055], [-0.670693, 3.009865, 0.841386], [1.039642, 2.767750, -1.006972], [-1.341083, 3.158812, -1.592380], [-0.859918, 0.161030, -4.132044], [-2.225008, 0.799328, -2.857462], [0.674435, -0.166850, -2.088552], [-2.381402, 1.556054, -0.938916], [1.765749, 0.262426, -0.597076], [3.145497, -0.443089, 1.402807], [2.074598, -1.236803, 3.445497], [-0.337053, -0.580698, 3.793122], [-1.584463, 0.433632, 1.636690]], "forces_ev_per_angstrom": [[-0.83, 0.14, 2.81], [-1.52, -0.78, -1.28], [-0.92, 1.53, -1.73], [0.66, 0.30, -0.66], [0.25, 0.40, 1.81], [1.05, -1.14, -2.78], [-0.94, 0.59, 1.28], [0.58, -1.36, -0.10], [-0.64, 1.55, 2.13], [3.60, -1.50, 0.23], [0.64, 1.73, -0.01], [-0.38, -0.51, 0.99], [1.49, -0.67, -0.23], [-1.53, -0.58, -0.44], [0.03, 0.06, -0.25], [2.25, -0.63, -1.12], [-0.42, 0.53, -0.43], [-0.30, -0.38, 0.44], [-0.11, 0.14, 1.38], [0.58, -0.20, -0.31], [-1.07, 0.76, -0.67], [0.13, -0.49, -1.89], [-2.61, 0.50, 0.83]], "lowdin_charge": [-0.03, -0.15, -0.50, -0.11, -0.22, -0.06, -0.13, -0.17, -0.13, -0.02, 0.08, -0.40, -0.41, -0.42, 0.00, 0.08, 0.09, 0.06, 0.11, 0.07, 0.08, 0.10, 0.08], "max_force_ev_per_a": 3.9, "charge": -2, "mol_weight_g_mol": 212.1, "lumo_energy_ev": 6.0, "relative_energy_kcal_mol": 22.1, "multiplicity": 1, "homo_lumo_gap_ev": 6.0}

=====

{"formula": "C14H32N4O2P2Ti", "method": "ωB97M-V/def2-TZVPD", "species": ["Ti", "P", "P", "N", "N", "H", "H", "H", "C", "H", "C", "H", "H", "C", "C", "C", "C", "H", "H", "H", "H", "H", "H", "H", "C", "C", "C", "O", "H", "H", "H", "H", "H", "H", "H", "C", "N", "C", "C", "O", "N", "C", "C", "H", "H", "H", "H", "H", "H", "H", "H", "H", "H", "H", "H"], "coordinates": [[-0.138554, 0.104541, -0.441631], [-2.339716, -1.245431, 0.023829], [-0.324088, 2.635846, -0.397966], [0.589341, -1.737951, -0.870576], [1.639945, 0.624965, -1.301824], [2.042615, -2.542904, -2.186228], [3.507372, -0.339565, -1.590898], [2.628131, -2.171254, -0.551526], [1.958799, -1.822917, -1.356560], [2.402075, -0.456484, -2.964119], [2.443949, -0.460591, -1.857023], [0.278536, -3.805979, -0.906546], [3.013468, 2.049556, -2.013345], [-0.214130, -2.826532, -0.835682], [2.030877, 1.905533, -1.539660], [-1.601808, -2.689414, -0.737350], [1.220867, 2.978400, -1.225905], [-2.181711, -3.600350, -0.870940], [1.559962, 3.982145, -1.471401], [-1.199660, 3.519548, -1.088988], [-0.121197, 3.402310, 0.784859], [-3.516677, -1.171512, -0.779891], [-2.841071, -1.777808, 1.254812], [0.280739, 0.837049, -3.430905], [-0.755224, 0.515149, -3.580247], [-1.645785, 1.720078, -3.715818], [-0.836649, -0.447005, -4.737983], [-1.118735, -0.196458, -2.317708], [-1.422443, 2.220387, -4.662330], [-2.700003, 1.417708, -3.737276], [-1.502925, 2.454832, -2.918510], [-0.085744, -1.243318, -4.662483], [-1.837755, -0.889472, -4.828460], [-0.632019, 0.110939, -5.659871], [-1.259283, -1.184345, -2.427838], [-2.008196, 1.264226, 2.633430], [-0.922265, 0.606046, 3.364510], [-1.127093, 0.586578, 4.806206], [0.109658, 0.039404, 2.717866], [0.099851, 0.094089, 1.416448], [1.159412, -0.587904, 3.260805], [1.503219, -0.750735, 4.668246], [2.180590, -1.099112, 2.347315], [-2.151053, 2.267748, 3.054740], [-2.940955, 0.696626, 2.759186], [-1.786047, 1.357949, 1.567237], [-1.238453, -0.436265, 5.192910], [-0.327821, 1.120344, 5.337303], [-2.065057, 1.115291, 4.998040], [1.901171, -1.762423, 4.797145], [2.290442, -0.041129, 4.966297], [0.648271, -0.634155, 5.328449], [1.775476, -1.885628, 1.694684], [2.602760, -0.295357, 1.726228], [2.974600, -1.525300, 2.966941]], "forces_ev_per_angstrom": [[-0.18, 0.01, -0.10], [-0.75, -0.02, -0.36], [-0.03, 1.60, -0.25], [0.13, -0.40, -0.09], [-0.10, -0.64, -0.03], [-0.06, 0.01, 0.35], [-0.24, 0.07, -0.13], [-0.18, 0.02, -0.16], [0.11, -0.43, 0.10], [-0.07, 0.09, 0.36], [0.33, 0.26, -0.02], [-0.44, 0.18, -0.46], [-0.41, 0.09, 0.14], [-0.07, 0.46, -0.15], [-0.32, 0.58, 0.02], [1.17, -1.37, 0.53], [1.24, -0.68, -0.58], [0.03, 0.14, 0.08], [-0.12, -0.17, 0.17], [0.08, -0.24, 0.40], [-0.32, -0.31, -0.16], [0.21, 0.13, 0.57], [0.05, 0.12, -0.51], [-0.10, -0.09, -0.04], [0.19, -0.23, 0.23], [-0.42, 0.08, -0.15], [0.00, -0.05, -0.25], [-0.22, -0.71, -0.22], [0.00, -0.03, 0.12], [0.19, 0.09, 0.01], [-0.02, -0.22, -0.13], [-0.18, 0.10, 0.03], [0.19, 0.11, 0.03], [-0.05, -0.21, 0.15], [0.26, 1.51, -0.35], [-0.17, 0.20, -0.16], [0.41, -0.25, -0.36], [-0.23, 0.12, 0.60], [-0.16, 0.05, -0.17], [0.26, 0.06, 0.94], [-0.43, 0.24, -0.23], [0.19, -0.08, 0.67], [0.34, -0.10, -0.31], [0.00, -0.24, -0.12], [0.22, 0.14, -0.02], [-0.08, -0.08, 0.44], [-0.04, 0.36, -0.13], [-0.30, -0.16, -0.13], [0.24, -0.14, 0.04], [-0.16, 0.20, 0.03], [-0.26, -0.14, -0.15], [0.45, -0.15, -0.21], [0.09, 0.24, 0.22], [-0.12, -0.24, 0.19], [-0.15, 0.10, -0.28]], "lowdin_charge": [0.69, 0.89, 0.88, -0.13, -0.15, 0.14, 0.14, 0.13, -0.17, 0.14, -0.19, 0.14, 0.14, -0.19, -0.22, -0.33, -0.31, 0.08, 0.08, -0.03, -0.02, -0.02, -0.02, 0.12, -0.42, -0.03, -0.02, -0.25, 0.11, 0.11, 0.03, 0.09, 0.11, 0.11, 0.09, -0.04, -0.09, -0.03, -0.37, -0.23, -0.08, -0.01, -0.01, 0.11, 0.11, 0.01, 0.11, 0.11, 0.10, 0.11, 0.12, 0.06, 0.09, 0.11, 0.10], "max_force_ev_per_a": 1.9, "charge": 2, "mol_weight_g_mol": 398.3, "lumo_energy_ev": [-6.1, -9.1], "multiplicity": 3, "homo_lumo_gap_ev": [8.4, 4.0]}

=====

{"formula": "C3H10NO", "method": "ωB97M-V/def2-TZVPD", "species": ["C", "C", "C", "O", "N", "H", "H", "H", "H", "H", "H", "H", "H", "H", "H"], "coordinates": [[-1.513572, 1.709845, -1.711407], [-1.629050, 0.490522, -1.132387], [-0.896106, -0.685040, -1.527074], [1.449975, -0.954564, 0.113375], [1.541391, -0.244525, 3.166364], [-0.911305, 1.863719, -2.619920], [-2.180168, 2.529949, -1.384644], [-2.279346, 0.413719, -0.215849], [-1.224404, -1.656438, -1.130318], [-0.253352, -0.581981, -2.417526], [0.554510, -0.740055, -0.488306], [2.297335, -0.760593, -0.332880], [1.542327, -0.610828, 2.252999], [1.004849, -0.682213, 3.911602], [2.496916, -0.091516, 3.515969]], "forces_ev_per_angstrom": [[-0.35, 1.00, -1.55], [0.58, -3.00, 2.37], [-2.69, 2.54, -1.19], [-3.07, 0.70, -1.06], [1.94, -0.93, 2.55], [-0.04, 0.10, 0.54], [0.61, -0.36, -0.16], [0.54, -0.09, -1.21], [0.65, 0.25, 0.00], [-0.02, -0.43, 0.52], [4.57, -0.63, 2.33], [-0.87, 0.02, -0.49], [-0.78, -0.36, -2.56], [-1.04, 0.26, 0.01], [-0.03, 0.92, -0.11]], "lowdin_charge": [0.26, -0.12, 0.20, -0.09, 0.54, 0.13, 0.13, 0.15, 0.13, 0.13, 0.07, 0.08, 0.07, 0.16, 0.17], "max_force_ev_per_a": 5.2, "charge": 2, "mol_weight_g_mol": 76.1, "lumo_energy_ev": [-11.4, -12.8], "relative_energy_kcal_mol": 110.0, "multiplicity": 2, "homo_lumo_gap_ev": [8.5, 7.1]}